Entry 1:
# C4H18N2O6

5 unconnected molecules or ions with the total composition C4H18N2O6 (ωB97M-V with the def2-TZVPD basis set, the OMol25 dataset).

Properties
DFT total energy ... -19702.948 eV
Spin multiplicity ... 1
Energy above the lowest of the compared OMol25 structures with the same formula, charge and spin ... 3.343 eV

Each line ends with the Löwdin charge.
Element x y z (Å)
1 O 1.396 -1.250 0.633  0.02
2 C 0.286 -0.704 0.720  -0.40
3 N -0.193 -0.248 1.986  0.11
4 C -1.498 0.365 2.214  -0.24
5 O -2.485 -0.662 2.433  -0.05
6 C -0.491 -0.654 -0.574  -0.06
7 N -1.059 0.875 -0.779  -0.10
8 C -2.102 1.032 -1.769  -0.16
9 H 0.414 0.026 2.671  0.10
10 H -1.750 1.118 1.350  0.13
11 H -1.592 0.886 3.177  0.12
12 H -2.320 -1.293 1.756  0.05
13 H -1.465 -1.109 -0.582  0.10
14 H -0.034 -1.101 -1.361  0.07
15 H -0.252 1.500 -1.037  0.09
16 H -3.050 1.316 -1.336  0.06
17 H -1.916 1.626 -2.688  0.09
18 H -2.401 0.049 -2.192  0.08
19 H 3.008 1.470 -0.977  0.00
20 H 3.742 1.771 0.227  0.08
21 O 3.036 2.155 -0.353  -0.04
22 H -0.356 -4.319 -0.106  0.00
23 H 0.215 -3.098 -0.154  -0.03
24 O -0.611 -3.467 -0.197  0.04
25 H 2.154 -1.509 -1.675  0.01
26 H 2.555 -1.125 -3.215  0.04
27 O 2.604 -1.789 -2.504  -0.08
28 H 1.042 3.429 -0.413  0.01
29 H -0.068 4.432 -0.055  -0.04
30 O 0.269 3.925 -0.685  0.01

Forces on the atoms, in the same order (eV/Å):
O -0.82 0.75 0.36
C 1.07 -0.48 1.34
N -2.11 -0.12 -3.75
C -1.42 0.58 -0.91
O 0.27 1.32 0.03
C -4.37 5.03 2.09
N 3.31 -0.93 -0.27
C -0.90 -1.72 -1.41
H 2.51 0.01 1.59
H 0.27 -1.74 1.49
H 0.98 0.13 -0.37
H -0.13 -1.13 -0.86
H -0.30 -0.77 0.79
H 2.08 -0.80 -2.29
H -1.16 -0.90 0.51
H -0.17 0.76 0.41
H 0.35 0.04 0.89
H 0.42 0.17 0.08
H -0.47 -1.41 -1.83
H -0.90 0.91 -0.27
O 1.21 0.50 2.09
H 0.41 -4.73 0.42
H 3.33 2.36 0.18
O -3.66 2.19 -0.52
H 0.40 0.18 -0.95
H -0.29 -0.21 0.91
O -0.11 0.06 0.24
H 0.21 0.24 0.52
H -1.86 3.16 4.49
O 1.85 -3.47 -5.01

Entry 2:
# C7H17NO

2 unconnected molecules or ions with the total composition C7H17NO (ωB97M-V with the def2-TZVPD basis set, the OMol25 dataset).

Properties
DFT total energy ... -11067.998 eV
Spin multiplicity ... 1
Energy above the lowest of the compared OMol25 structures with the same formula, charge and spin ... 5.141 eV

Each line ends with the Löwdin charge.
Element x y z (Å)
1 C 0.118 -1.003 0.483  -0.23
2 C 0.210 -0.893 2.139  -0.11
3 C 1.925 -2.780 0.298  -0.10
4 C 0.365 -0.999 -2.617  0.02
5 C 0.954 -1.934 -1.563  -0.56
6 O 0.811 -3.086 -1.744  0.08
7 N 1.290 -1.495 -0.282  -0.12
8 H -0.860 -1.405 0.078  0.12
9 H 0.058 0.158 0.181  0.12
10 H 0.419 -1.959 2.475  0.03
11 H -0.846 -0.486 2.440  0.08
12 H 1.173 -3.446 0.674  0.06
13 H -0.166 -0.179 -2.138  0.07
14 H 1.296 -0.403 2.678  0.14
15 H 2.781 -3.469 -0.311  0.15
16 H 2.564 -2.374 1.187  0.09
17 H 1.041 -0.516 -3.175  0.03
18 H -0.156 -1.690 -3.336  0.11
19 C -1.145 3.907 0.642  -0.18
20 C -2.153 3.016 -0.027  -0.16
21 H -1.171 4.050 1.740  0.07
22 H 0.059 3.838 0.575  0.11
23 H -1.213 4.843 0.313  -0.01
24 H -3.070 3.369 0.271  0.04
25 H -2.146 1.969 0.159  0.04
26 H -2.136 2.968 -1.140  0.08

Forces on the atoms, in the same order (eV/Å):
C 0.12 4.27 0.42
C 1.79 -1.28 -0.59
C 3.59 0.90 1.83
C -1.73 -2.05 1.49
C -2.66 2.92 -0.31
O 0.45 -3.63 -1.58
N 1.85 -2.20 0.65
H 0.99 -0.18 1.05
H -0.03 -2.37 0.50
H -1.07 1.17 -0.05
H 2.45 -0.66 -0.06
H -0.30 -0.45 0.08
H -0.74 -0.28 -0.10
H -3.65 -0.59 -2.14
H -2.80 2.51 1.04
H -1.26 -0.84 -1.23
H 3.13 1.71 -1.98
H -0.13 1.09 0.99
C 4.30 -2.22 2.19
C 1.74 -0.79 -1.67
H -0.84 -0.67 -0.37
H -2.55 -1.00 -0.57
H -0.85 4.03 -1.64
H -2.41 0.73 0.47
H 0.39 -0.94 0.99
H 0.24 0.84 0.59

Entry 3:
# C31H24ClIN7O6Pb

A molecular structure, C31H24ClIN7O6Pb (ωB97M-V with the def2-TZVPD basis set, the OMol25 dataset).

Properties
Charge ... +1
DFT total energy ... -81118.504 eV
Spin multiplicity ... 1

Each line ends with the Löwdin charge.
Element x y z (Å)
1 Pb 0.792 0.188 0.259  1.53
2 O 1.271 0.972 2.132  -0.20
3 C 2.406 0.661 2.770  -0.32
4 C 2.324 0.502 4.158  0.01
5 C 3.442 0.259 4.922  -0.05
6 C 4.696 0.150 4.319  -0.07
7 C 4.792 0.288 2.956  -0.03
8 C 3.665 0.550 2.156  -0.09
9 C 3.840 0.663 0.716  -0.22
10 N 2.911 0.644 -0.247  0.01
11 C 3.554 0.669 -1.469  -0.09
12 C 4.884 0.743 -1.253  -0.04
13 N 5.044 0.743 0.114  0.14
14 H 1.343 0.587 4.608  0.13
15 H 3.344 0.145 5.993  0.11
16 H 5.578 -0.052 4.910  0.11
17 H 5.769 0.167 2.505  0.11
18 H 3.015 0.648 -2.398  0.11
19 H 5.715 0.806 -1.931  0.13
20 H 5.924 0.796 0.597  0.16
21 N -0.326 0.555 -4.054  0.07
22 C 0.185 -0.216 -3.097  -0.08
23 N 0.389 0.542 -2.035  0.05
24 C -0.050 1.777 -2.405  -0.31
25 N -0.488 1.824 -3.637  0.17
26 C -0.057 2.871 -1.439  -0.19
27 C -0.437 4.169 -1.741  -0.05
28 N -0.460 5.113 -0.808  0.12
29 C -0.117 4.766 0.424  -0.06
30 C 0.264 3.467 0.748  -0.05
31 N 0.299 2.536 -0.195  0.07
32 H -0.607 0.292 -4.986  0.18
33 H 0.384 -1.272 -3.168  0.14
34 H -0.729 4.439 -2.748  0.13
35 H -0.148 5.534 1.186  0.12
36 H 0.520 3.155 1.750  0.12
37 I 2.018 -8.729 0.896  0.90
38 C 1.771 -6.677 0.605  -0.72
39 C 1.797 -6.161 -0.685  -0.14
40 C 1.624 -4.801 -0.873  -0.01
41 C 1.445 -3.962 0.221  -0.14
42 C 1.428 -4.487 1.510  0.00
43 C 1.584 -5.849 1.703  -0.13
44 C 1.256 -2.507 0.003  -0.56
45 O 0.975 -2.026 -1.103  -0.01
46 O 1.412 -1.733 1.025  -0.07
47 H 1.945 -6.816 -1.532  0.10
48 H 1.626 -4.381 -1.869  0.12
49 H 1.292 -3.828 2.356  0.12
50 H 1.562 -6.263 2.701  0.10
51 C -3.231 2.076 -1.223  -0.02
52 C -4.597 1.453 -1.315  -0.18
53 C -5.618 2.129 -1.975  -0.06
54 C -6.863 1.550 -2.151  -0.67
55 Cl -8.101 2.431 -2.984  0.68
56 C -7.119 0.273 -1.683  -0.09
57 C -6.117 -0.404 -1.010  0.01
58 C -4.875 0.179 -0.812  -0.24
59 O -3.932 -0.590 -0.155  -0.04
60 C -3.436 -0.081 1.069  -0.07
61 C -1.994 0.397 1.003  -0.60
62 O -1.588 1.279 1.733  0.07
63 O -1.259 -0.234 0.129  -0.10
64 H -3.137 2.880 -1.953  0.08
65 H -2.460 1.331 -1.429  0.07
66 H -3.038 2.504 -0.236  0.10
67 H -5.434 3.118 -2.376  0.11
68 H -8.089 -0.178 -1.838  0.11
69 H -6.284 -1.400 -0.622  0.13
70 H -3.441 -0.895 1.800  0.15
71 H -4.055 0.724 1.461  0.15

Forces on the atoms, in the same order (eV/Å):
Pb -0.12 -0.01 -0.13
O 0.23 0.16 -0.01
C 0.04 0.00 0.09
C -0.09 0.02 0.06
C 0.01 0.00 -0.02
C -0.05 0.01 -0.01
C -0.02 -0.01 -0.01
C 0.00 -0.04 0.01
C 0.12 0.00 -0.19
N 0.12 -0.10 0.15
C -0.03 0.08 -0.05
C -0.01 0.01 0.03
N -0.01 0.00 0.01
H 0.01 0.00 0.00
H 0.00 0.00 0.00
H 0.00 0.00 0.00
H -0.01 -0.01 -0.03
H -0.02 0.00 -0.01
H 0.01 0.00 0.00
H 0.00 0.02 0.00
N 0.00 -0.13 -0.03
C -0.01 0.06 0.06
N -0.06 0.23 -0.10
C 0.11 -0.17 -0.14
N -0.03 0.15 0.01
C 0.05 0.17 0.14
C 0.02 -0.03 0.01
N -0.03 0.06 -0.06
C 0.03 -0.09 0.05
C -0.03 0.08 0.04
N -0.05 -0.05 -0.17
H 0.00 0.01 0.00
H 0.01 -0.02 0.00
H 0.00 0.00 -0.01
H 0.00 0.00 0.00
H 0.00 0.01 0.02
I -0.01 0.09 -0.02
C 0.02 -0.12 0.01
C 0.00 0.02 -0.01
C -0.05 0.01 0.00
C -0.02 0.11 -0.03
C 0.05 0.00 0.00
C 0.00 0.02 0.01
C 0.25 -0.48 0.08
O -0.03 0.24 -0.12
O -0.20 -0.04 0.33
H 0.00 0.00 0.00
H 0.01 -0.01 -0.01
H -0.01 0.00 0.00
H 0.00 0.00 0.00
C -0.05 -0.01 0.03
C 0.04 -0.12 -0.02
C -0.04 0.01 -0.03
C 0.07 -0.01 0.03
Cl -0.02 0.01 -0.01
C -0.02 0.00 -0.01
C -0.01 -0.01 0.06
C -0.13 0.10 -0.02
O 0.20 0.06 0.01
C -0.07 -0.08 -0.10
C -0.53 0.47 0.35
O 0.18 -0.19 -0.02
O 0.31 -0.50 -0.23
H -0.02 -0.02 -0.01
H -0.08 0.00 0.03
H 0.01 0.00 0.02
H 0.01 0.00 0.00
H 0.00 -0.01 0.01
H -0.01 0.00 -0.01
H -0.05 -0.01 -0.03
H 0.02 0.06 -0.04

Calculated highest occupied orbital energy in order - -9.246; -9.225; -10.595 eV
Calculated frontier orbital gap in order - 9.56; 10.00; 6.86 eV